# 1
{"formula": "C4H35NO12", "method": "ωB97M-V with the def2-TZVPD basis set", "gap_ev": 9.616, "de_lowest_kcal_mol": 50.8, "fmax_ev_per_a": 8.37, "homo_energy_ha": -0.3445, "lumo_energy_ha": 0.009, "elements": ["C", "C", "N", "C", "C", "H", "H", "H", "H", "H", "H", "H", "H", "H", "H", "H", "H", "H", "O", "H", "H", "O", "H", "H", "O", "H", "H", "O", "H", "H", "O", "H", "H", "O", "H", "H", "O", "H", "H", "O", "H", "H", "O", "H", "H", "O", "H", "H", "O", "H", "H", "O"], "xyz": [[-1.205577, 0.219966, -0.960510], [0.145844, -0.179371, -0.166890], [0.565872, 1.166582, 0.464064], [1.032082, 0.888891, 1.789687], [1.597471, 1.960699, -0.210167], [-2.014971, 0.357446, -0.211526], [-0.858336, 1.102720, -1.356116], [-1.563188, -0.523660, -1.649542], [0.927426, -0.558172, -0.930292], [-0.102625, -0.910265, 0.611692], [1.931455, 0.281574, 1.815141], [0.322034, 0.271335, 2.311311], [1.138793, 1.929633, 2.247731], [2.498561, 1.368228, -0.589339], [1.082115, 2.315140, -1.164081], [1.886062, 2.898280, 0.284103], [-1.183580, 2.487740, -1.905194], [-0.792201, 3.856751, -2.867518], [-1.523368, 3.373317, -2.184345], [0.280028, 1.512846, -4.143018], [1.504236, 1.539833, -3.134653], [0.641753, 1.936973, -3.335386], [-3.101961, -1.360380, 0.514091], [-2.865196, -2.682081, 0.100395], [-3.366861, -2.306370, 0.798523], [4.342881, -0.681020, -0.231971], [4.203166, 0.914912, -0.625881], [4.515449, 0.290929, 0.067958], [-2.455858, -2.274480, 2.236369], [-2.054980, -0.990366, 2.881399], [-1.670176, -1.853642, 2.599410], [2.605176, -3.366061, 0.917546], [1.057815, -3.290617, 0.675847], [1.992029, -3.319914, 0.325195], [2.467716, -2.428398, -0.951935], [3.480747, -2.832723, -2.090510], [3.020445, -2.056582, -1.704102], [-1.049246, 1.740756, 0.710483], [-2.279095, 2.905632, 0.768501], [-2.022578, 1.973758, 1.107800], [3.120827, 0.303288, -3.771259], [2.658756, -0.611325, -2.606532], [2.706889, 0.283427, -2.880019], [-0.634889, -2.330813, 1.267114], [-1.169300, -3.838603, 1.354154], [-0.562823, -3.234073, 0.873518], [-2.528666, 1.228609, 2.645960], [-2.033444, 0.617942, 4.062865], [-2.745203, 0.523327, 3.255195], [-4.662720, 0.265586, 1.314282], [-3.286816, 0.822159, 0.985489], [-3.991971, 0.290637, 0.684965]], "forces_ev_per_angstrom": [[0.68, -2.81, 2.93], [-0.45, 1.47, -2.30], [-0.12, -1.74, 0.11], [0.07, 1.43, 1.26], [-0.74, -0.12, -3.62], [0.92, 0.02, -1.09], [-0.03, 1.66, -1.48], [0.25, -0.16, -0.67], [-1.09, 0.47, 1.47], [0.64, 0.62, -0.28], [0.72, 0.34, -0.07], [-0.68, 0.16, 0.51], [0.21, -1.71, 0.11], [-1.33, 0.71, 1.01], [0.89, -0.27, 1.03], [-0.16, -0.68, 0.46], [0.04, 1.53, -1.04], [-2.85, -2.74, 3.11], [2.53, 1.66, -2.12], [0.58, 0.30, 0.87], [-0.20, -0.50, -0.19], [-0.68, 0.21, -0.86], [-1.60, -1.13, 1.36], [0.67, -1.80, -1.01], [-0.05, 2.27, -0.94], [0.20, 2.90, 0.22], [0.39, -1.26, 0.43], [-0.37, -1.84, -0.77], [-0.30, -0.26, -0.44], [0.30, -0.29, -0.15], [0.42, 1.11, 1.40], [5.43, -0.45, 5.93], [0.62, -0.38, -0.02], [-6.03, 0.54, -5.78], [0.47, -0.03, -0.47], [-0.53, 0.75, 0.40], [0.24, -0.89, 0.04], [-1.45, 0.88, 1.04], [0.77, -2.35, 0.70], [1.40, 2.48, -1.09], [-0.33, -0.22, 1.00], [0.11, -2.08, 0.67], [0.75, 2.43, -1.80], [-0.78, -1.22, 0.51], [0.77, 0.94, -0.23], [0.16, -0.49, -0.50], [0.58, 0.79, -0.48], [-2.78, -0.08, -3.04], [2.35, -0.37, 4.17], [-1.61, -0.11, 1.77], [1.10, 1.54, 0.61], [-0.07, -1.24, -2.70]]}

---

# 2
{"formula": "C5H6OS", "method": "ωB97M-V with the def2-TZVPD basis set", "gap_ev": 9.309, "de_lowest_kcal_mol": 39.0, "fmax_ev_per_a": 5.23, "smiles": "SCc1ccoc1", "homo_energy_ha": -0.3100, "lumo_energy_ha": 0.032, "elements": ["C", "C", "C", "C", "C", "O", "S", "H", "H", "H", "H", "H", "H"], "xyz": [[-1.127819, -0.467023, 0.380774], [-1.136895, -0.235923, 1.805425], [0.883043, 0.023053, 1.104226], [0.172254, -0.218451, -0.046986], [0.604642, -0.278897, -1.432664], [0.106839, 0.000827, 2.199519], [1.271085, 1.312070, -2.013368], [-2.031017, -0.479840, -0.117724], [-1.833108, -0.127254, 2.680402], [1.949899, 0.013170, 1.314187], [1.283221, -1.199972, -1.608980], [-0.420893, -0.394667, -2.029798], [0.278748, 2.052908, -2.235013]], "forces_ev_per_angstrom": [[-0.65, 1.48, 4.98], [-0.92, -0.48, -1.50], [1.27, -0.54, -0.49], [0.57, -0.23, 2.08], [-2.17, -0.93, -2.24], [0.67, 0.15, -0.11], [3.71, -1.54, 0.09], [-1.47, -0.45, -1.41], [0.32, -0.45, -1.62], [-0.31, 0.41, -0.22], [-0.86, 1.94, -0.22], [2.44, -0.30, 0.88], [-2.61, 0.94, -0.22]]}

---

# 3
{"formula": "C6H12O", "method": "ωB97M-V with the def2-TZVPD basis set", "gap_ev": 9.423, "de_lowest_kcal_mol": 57.9, "fmax_ev_per_a": 0.41, "homo_energy_ha": -0.3126, "lumo_energy_ha": 0.034, "elements": ["C", "C", "C", "C", "C", "C", "O", "H", "H", "H", "H", "H", "H", "H", "H", "H", "H", "H", "H"], "xyz": [[-2.277168, -1.101070, 0.376904], [-0.859285, -1.228450, -0.176804], [0.019612, -0.002693, 0.128103], [1.471350, -0.238331, -0.317615], [2.399150, 0.921078, 0.039609], [-0.525091, 1.143298, -0.683328], [-0.948719, 2.076852, 0.147803], [-2.865084, -2.002141, 0.173052], [-2.264638, -0.945244, 1.462212], [-2.801066, -0.250564, -0.074150], [-0.374009, -2.118341, 0.244141], [-0.894507, -1.367588, -1.264996], [-0.007948, 0.211363, 1.210020], [1.477089, -0.397738, -1.403516], [1.836349, -1.164631, 0.144754], [3.431262, 0.712139, -0.260885], [2.395577, 1.113119, 1.119378], [2.083356, 1.842245, -0.463676], [-1.296223, 2.796698, -0.401001]], "forces_ev_per_angstrom": [[-0.05, 0.03, 0.01], [-0.02, -0.09, -0.04], [0.00, 0.03, -0.10], [0.06, -0.07, -0.05], [0.02, 0.05, 0.01], [0.03, -0.06, 0.40], [0.01, -0.01, -0.40], [0.09, 0.13, 0.02], [0.01, -0.02, -0.16], [0.05, -0.13, 0.07], [-0.03, 0.14, -0.04], [0.02, 0.01, 0.15], [-0.01, -0.01, -0.13], [0.00, 0.01, 0.15], [-0.09, 0.12, -0.04], [-0.16, 0.03, 0.03], [-0.01, -0.03, -0.15], [0.07, -0.11, 0.07], [0.01, -0.03, 0.19]]}

---

# 4
{"formula": "C13H40BN4O7P2", "method": "ωB97M-V with the def2-TZVPD basis set", "gap_ev": 8.130, "total_charge": 1, "fmax_ev_per_a": 7.93, "homo_energy_ha": -0.4322, "lumo_energy_ha": -0.133, "elements": ["C", "C", "C", "N", "N", "C", "P", "N", "C", "N", "B", "O", "O", "C", "P", "C", "C", "H", "H", "H", "H", "H", "H", "H", "H", "H", "H", "H", "H", "H", "H", "H", "H", "H", "H", "H", "H", "C", "O", "H", "H", "H", "H", "C", "O", "H", "H", "H", "H", "C", "O", "H", "H", "H", "H", "C", "O", "H", "H", "H", "H", "C", "O", "H", "H", "H", "H"], "xyz": [[6.402937, 1.030381, 2.897821], [5.665825, 1.667880, 1.587600], [4.621800, 0.567060, 1.068327], [3.671634, 1.088719, -0.002392], [2.575226, 0.208750, 0.071487], [2.632187, -1.079358, -0.651755], [3.955875, -1.873046, -1.737441], [5.372257, -1.127868, -1.726013], [1.242757, -1.646883, -0.222838], [0.484126, -0.767339, 0.657918], [-0.879497, -1.024776, 1.281307], [-1.991728, -1.562423, 0.561483], [-1.073831, -0.707550, 2.686563], [1.342528, 0.421008, 0.815451], [0.862470, 1.968613, 1.847345], [-0.895495, 2.493808, 1.297861], [1.965028, 3.436068, 1.298145], [6.012692, -0.056831, 3.008975], [7.536123, 0.944218, 2.760851], [6.082966, 1.574558, 3.848275], [5.054836, 2.611537, 1.866565], [6.447844, 1.954488, 0.795183], [3.946081, 0.251555, 1.953105], [5.192552, -0.369820, 0.744337], [4.089181, 0.989882, -0.941608], [3.409906, -1.944469, -3.072044], [4.166916, -3.203327, -1.244019], [5.624190, -0.846751, -2.697521], [0.908599, -2.665884, -0.600382], [-2.623234, -1.994297, 1.210111], [-0.221267, -0.395414, 3.076074], [-0.949656, 2.368342, 0.161964], [-1.693933, 1.858500, 1.833258], [-1.135406, 3.585961, 1.548690], [2.255326, 3.359574, 0.183665], [1.422837, 4.447301, 1.434070], [2.934300, 3.420696, 1.927057], [-5.713347, -2.144513, 1.831386], [-4.742964, -2.870250, 2.576485], [-5.579098, -2.360434, 0.772023], [-6.715763, -2.450061, 2.137970], [-5.580091, -1.073167, 2.002471], [-4.884905, -2.660590, 3.508621], [-8.706838, -1.596056, -0.969455], [-7.530259, -1.155606, -0.305362], [-9.138535, -2.424808, -0.407807], [-9.429777, -0.778299, -1.019599], [-8.456192, -1.934741, -1.977669], [-7.168858, -0.423727, -0.821597], [0.142788, 0.388115, -3.132988], [1.292399, 0.983143, -2.548796], [0.143273, 0.597206, -4.202971], [0.167600, -0.694050, -2.975754], [-0.759572, 0.809525, -2.683052], [1.269331, 0.781816, -1.604353], [-4.559726, 3.926151, 1.778610], [-3.415903, 4.530803, 2.365650], [-4.557891, 4.134861, 0.708414], [-4.527152, 2.844719, 1.936065], [-5.466036, 4.340838, 2.225764], [-3.442124, 4.331542, 3.310618], [2.154642, -4.383490, -5.295207], [2.691499, -3.069717, -5.212754], [2.879528, -5.086424, -4.883864], [1.228282, -4.440312, -4.717836], [1.959098, -4.636437, -6.339586], [2.031617, -2.468889, -5.582923]], "forces_ev_per_angstrom": [[-0.74, -0.70, -0.55], [-0.31, -0.22, 0.42], [0.82, 0.28, 1.04], [0.35, -0.49, 1.56], [-2.73, -2.13, -0.65], [-6.85, -0.26, 3.99], [2.06, 1.05, -0.75], [-1.29, -0.05, -0.71], [3.29, 1.01, -1.29], [4.59, 1.12, -2.31], [-2.80, -0.34, 1.92], [2.38, 0.33, 2.17], [1.75, -0.27, -3.01], [1.02, -1.35, -2.38], [-0.07, 0.71, 0.36], [-0.45, -0.46, -0.83], [0.78, 0.18, -0.99], [0.73, 1.70, -0.09], [-1.71, 0.43, 0.38], [0.79, -0.64, -1.34], [1.18, -1.49, -0.45], [-1.36, -0.51, 1.08], [1.12, 0.69, -1.30], [-0.82, 1.25, 0.10], [-0.26, -0.17, 0.51], [-0.35, -0.32, 1.01], [-1.02, 0.57, 0.05], [-0.25, -0.12, 1.06], [-0.02, 1.68, 0.95], [0.66, 0.75, -0.84], [-0.94, -0.28, -0.12], [-0.27, 0.22, 1.53], [1.37, 0.85, -0.94], [0.72, -1.54, -0.20], [-0.44, 0.13, 1.84], [0.62, -1.87, 0.07], [-1.69, 0.03, -1.05], [-0.09, 0.02, 0.15], [0.47, 0.00, 0.17], [-0.01, -0.04, 0.18], [-0.05, 0.16, -0.22], [-0.21, 0.06, -0.16], [0.12, -0.16, -0.21], [0.03, 0.18, -0.16], [0.24, 0.18, 0.02], [0.13, 0.10, 0.00], [-0.15, -0.16, -0.08], [-0.22, -0.07, -0.02], [-0.07, -0.18, 0.18], [0.01, 0.00, 0.19], [0.21, 0.07, 0.15], [0.07, 0.04, 0.14], [-0.19, -0.07, -0.10], [-0.14, -0.13, -0.16], [-0.03, 0.18, -0.39], [-0.03, -0.02, 0.22], [0.28, -0.03, 0.15], [0.08, 0.04, 0.13], [-0.20, -0.05, -0.12], [-0.11, -0.13, -0.16], [0.04, 0.17, -0.21], [-0.17, 0.06, -0.11], [0.00, 0.37, 0.18], [-0.01, 0.15, -0.05], [-0.03, -0.23, -0.05], [-0.04, -0.20, 0.09], [0.26, -0.10, 0.02]]}

---

# 5
{"formula": "C6H9N2", "method": "ωB97M-V with the def2-TZVPD basis set", "gap_ev": [7.149, 8.008], "multiplicity": 3, "s_squared": 2.03, "total_charge": 1, "de_lowest_kcal_mol": 65.2, "fmax_ev_per_a": 6.47, "homo_energy_ha": [-0.4320, -0.5512], "lumo_energy_ha": [-0.169, -0.257], "elements": ["C", "C", "C", "C", "C", "C", "N", "N", "H", "H", "H", "H", "H", "H", "H", "H", "H"], "xyz": [[4.214533, -0.420322, -0.173831], [2.001182, -0.827498, 0.665086], [-1.067583, 0.735790, -0.565492], [-1.480052, -0.392624, 0.385722], [0.457264, 0.461872, -0.694347], [-0.296596, -0.524382, 1.206933], [3.048544, -0.465856, -0.071369], [0.859642, -0.354486, 0.412551], [5.259114, -0.334205, -0.537197], [-1.511191, 0.689065, -1.428415], [-1.234019, 1.621148, -0.027932], [-2.396961, -0.281069, 0.937657], [-1.802203, -1.326507, -0.118525], [0.624070, -0.133002, -1.560407], [1.071455, 1.226245, -1.047600], [-0.278322, 0.217406, 1.984575], [-0.207097, -1.574033, 1.809552]], "forces_ev_per_angstrom": [[3.68, 1.16, -1.05], [2.93, 1.02, -2.34], [3.29, -1.34, 4.94], [-1.86, -1.20, -1.89], [-1.26, -0.52, -2.31], [0.28, -4.23, 4.88], [-2.22, -2.12, 2.43], [-2.31, 0.92, 0.38], [-1.22, -0.40, 0.30], [-2.47, 0.07, -4.84], [-0.24, 1.59, 0.27], [-0.12, 1.01, 0.63], [1.01, 0.26, -0.33], [-0.36, -1.31, -1.00], [1.19, 2.16, 0.89], [-0.04, 0.56, 0.48], [-0.30, 2.36, -1.43]]}

---

# 6
{"formula": "C22H34N2", "method": "ωB97M-V with the def2-TZVPD basis set", "gap_ev": 9.151, "fmax_ev_per_a": 2.09, "smiles": "CCCCCCCCCCCc1cnc2ccc(CCC)cc2n1", "homo_energy_ha": -0.3297, "lumo_energy_ha": 0.007, "elements": ["C", "C", "C", "C", "C", "C", "C", "C", "C", "C", "C", "C", "C", "N", "C", "C", "C", "C", "C", "C", "C", "C", "C", "N", "H", "H", "H", "H", "H", "H", "H", "H", "H", "H", "H", "H", "H", "H", "H", "H", "H", "H", "H", "H", "H", "H", "H", "H", "H", "H", "H", "H", "H", "H", "H", "H", "H", "H"], "xyz": [[6.227074, -2.556763, 1.016023], [5.340965, -1.305386, 0.688394], [5.587479, -0.946904, -0.788175], [5.298782, 0.538354, -1.213139], [4.622519, 1.430114, -0.163727], [3.104557, 1.178938, 0.003763], [2.593201, 2.143276, 1.129542], [1.862959, 3.384220, 0.561709], [0.478638, 2.919312, 0.018091], [-0.550399, 4.067846, -0.097716], [-2.036332, 3.642262, 0.074998], [-2.348509, 2.220793, -0.335258], [-1.940796, 1.752989, -1.619354], [-2.140983, 0.554108, -2.096420], [-2.845394, -0.220629, -1.215241], [-3.144870, -1.554084, -1.589045], [-3.858993, -2.386392, -0.809729], [-4.352953, -1.926098, 0.453798], [-5.190802, -2.875747, 1.281547], [-6.464118, -3.364844, 0.549909], [-6.268257, -4.726461, -0.183697], [-4.048096, -0.672685, 0.836882], [-3.293115, 0.210304, 0.032758], [-3.019627, 1.467587, 0.498492], [5.827297, -3.152815, 1.842664], [6.424585, -3.162026, 0.126008], [7.195565, -2.169776, 1.368112], [4.309432, -1.648175, 0.831744], [5.645652, -0.534778, 1.396728], [5.057154, -1.615629, -1.475611], [6.658302, -1.120286, -0.974674], [6.260600, 1.008004, -1.466496], [4.732464, 0.515215, -2.153567], [4.701692, 2.465382, -0.540316], [5.106802, 1.432646, 0.816084], [2.938481, 0.158777, 0.364887], [2.551722, 1.403237, -0.913070], [1.907942, 1.590814, 1.787201], [3.444143, 2.437496, 1.759801], [2.470921, 3.752161, -0.277668], [1.751351, 4.162924, 1.325120], [0.127236, 2.051852, 0.588169], [0.682006, 2.577880, -1.006571], [-0.429888, 4.544787, -1.078298], [-0.318810, 4.840042, 0.647901], [-2.636986, 4.288390, -0.586974], [-2.404481, 3.841275, 1.085302], [-1.409129, 2.460404, -2.261867], [-2.793778, -1.903220, -2.559157], [-4.029892, -3.392021, -1.185498], [-4.624633, -3.747953, 1.631214], [-5.519257, -2.315114, 2.168592], [-7.290137, -3.522789, 1.252523], [-6.791743, -2.657448, -0.221781], [-7.208128, -5.293655, -0.179164], [-6.023381, -4.581504, -1.242866], [-5.506242, -5.353706, 0.293213], [-4.419794, -0.334499, 1.803910]], "forces_ev_per_angstrom": [[0.30, 0.93, 0.36], [0.43, -1.98, -0.52], [0.36, 1.05, 0.04], [0.54, -0.39, 0.33], [-0.92, 0.40, -1.25], [0.59, 0.71, 1.55], [-0.11, -0.06, -0.20], [-0.20, -1.17, 0.02], [0.67, 0.84, -0.52], [-0.06, -0.30, 0.17], [0.00, 0.37, -0.59], [-0.16, 0.28, 0.56], [0.50, 0.47, -0.71], [-0.41, 0.59, 1.16], [-0.01, -1.05, -0.62], [0.48, 0.11, -1.06], [-0.23, -0.08, 0.43], [0.07, -1.79, -0.82], [-0.75, 0.76, 0.26], [0.20, -1.06, -0.55], [-0.37, 0.18, -0.08], [-0.32, 0.56, 0.92], [0.00, 0.43, 0.41], [0.15, -0.16, -0.52], [-0.04, -0.05, -0.30], [-0.25, -0.09, 0.24], [-0.07, -0.29, -0.20], [0.02, 0.66, 0.15], [-0.45, 0.14, -0.21], [-0.03, -0.09, 0.42], [-0.24, -0.03, -0.03], [-0.18, -0.12, 0.03], [-0.10, 0.25, 0.30], [0.12, -0.16, 0.22], [0.07, -0.26, -0.21], [-0.11, 0.02, -0.52], [0.19, -0.44, -0.02], [0.05, 0.22, -0.06], [-0.16, 0.01, -0.16], [-0.17, 0.33, 0.29], [0.04, -0.09, -0.16], [-0.14, 0.31, 0.06], [-0.27, -0.33, 0.29], [0.04, -0.03, 0.19], [-0.13, -0.15, -0.13], [0.07, -0.08, 0.22], [0.15, -0.37, -0.09], [-0.09, -0.18, 0.10], [0.05, 0.20, 0.16], [-0.16, 0.10, 0.35], [0.05, 0.22, -0.11], [0.20, -0.22, -0.05], [0.25, 0.33, 0.04], [0.01, 0.17, 0.45], [0.19, 0.09, 0.03], [0.20, -0.08, 0.26], [-0.09, 0.15, -0.12], [0.21, 0.22, -0.21]]}